12
Properties=species:S:1:pos:R:3 method="wB97M-V/def2-TZVPD" energy_ha=-533.66057 max_force_ev_per_a=2.957 lumo_energy_ev=-4.1 smiles=[NH3+]CCS total_charge=+1 homo_ev=-13.21 e_above_lowest_kj_mol=51.1
C 0.0942 -0.5460 -0.1641
C -0.7373 0.5928 0.4115
S -2.1896 0.1644 1.5726
N 1.2991 -0.2991 -1.0372
H -0.5968 -1.0873 -0.8261
H 0.4034 -1.2671 0.6109
H -1.1803 1.1714 -0.4408
H -0.1912 1.3160 1.0217
H -1.5245 0.6312 2.6768
H 2.1485 -0.1540 -0.4844
H 1.0517 0.5205 -1.5912
H 1.4228 -1.0428 -1.7498